No. 1
Formula: C2H3NO2S
Source: the OMol25 dataset
Level of theory: ωB97M-V/def2-TZVPD

Structure (ORCA input):
```
! RIJCOSX wB97M-V def2-TZVPD def2/J DEFGRID3
* xyz 0 1
C 1.07092 -0.36004 0.00820
C -0.38445 -0.27113 -0.01571
S -1.50964 -1.91056 0.41470
N -1.02845 0.91729 -0.11221
O -0.33660 1.91525 -0.16046
O -2.26522 0.93998 -0.21897
H 1.32497 0.31608 0.71316
H 1.53290 -1.41708 0.32018
H 1.59557 -0.12979 -0.94889
*
```

Kohn-Sham gap (alpha / beta), eV: 6.5 / 6.5
Structure (SMILES): CC(=S)[N+](=O)[O-]
E_tot, eV: -18536.34748

Need the natural (NBO) charges? In units of e they are: atom 1 (C): -0.7299, atom 2 (C): 0.2218, atom 3 (S): 0.0324, atom 4 (N): 0.3603, atom 5 (O): -0.3496, atom 6 (O): -0.3188, atom 7 (H): 0.2530, atom 8 (H): 0.2640, atom 9 (H): 0.2667

***

No. 2
Formula: C2H3NO2S
Source: the OMol25 dataset
Level of theory: ωB97M-V/def2-TZVPD

Structure (ORCA input):
```
! RIJCOSX wB97M-V def2-TZVPD def2/J DEFGRID3
* xyz 0 1
C 0.12214 -0.43230 -0.32318
C -1.26189 -0.58443 0.18947
H 2.18827 1.69288 -0.84693
H 0.33494 -1.13363 -1.10340
H -0.30069 0.37006 2.09411
N 0.88199 0.55225 -0.12188
O 2.13203 0.49628 -0.82321
O -2.06980 -1.34488 -0.42753
S -2.02700 0.38378 1.36255
*
```

Kohn-Sham gap, eV: 9.1
E_tot, eV: -18537.66466

Need the natural (NBO) charges? In units of e they are: atom 1 (C): -0.0658, atom 2 (C): 0.2649, atom 3 (H): 0.4933, atom 4 (H): 0.2103, atom 5 (H): 0.1570, atom 6 (N): -0.0947, atom 7 (O): -0.5342, atom 8 (O): -0.5373, atom 9 (S): 0.1065

***

No. 3
Formula: C2H3NO2S
Source: the OMol25 dataset
Level of theory: ωB97M-V/def2-TZVPD

Structure (ORCA input):
```
! RIJCOSX wB97M-V def2-TZVPD def2/J DEFGRID3
* xyz 0 1
C 1.68519 -0.60360 0.10173
C 0.57390 1.12366 -0.16359
N 0.56042 -0.00782 0.53283
O 1.93294 -1.68572 -0.29694
O -2.23113 -0.00918 0.17186
S 2.28366 1.02229 -0.64534
H -2.03529 -0.34926 -0.69618
H -0.40804 -0.46583 0.76390
H -2.36165 0.97546 0.23173
*
```

Kohn-Sham gap, eV: 9.7
E_tot, eV: -18540.09270

Need the natural (NBO) charges? In units of e they are: atom 1 (C): 0.6075, atom 2 (C): -0.0034, atom 3 (N): -0.7043, atom 4 (O): -0.4950, atom 5 (O): -0.9692, atom 6 (S): 0.1085, atom 7 (H): 0.4890, atom 8 (H): 0.4596, atom 9 (H): 0.5072

***

No. 4
Formula: C2H3NO2S
Source: the OMol25 dataset
Level of theory: ωB97M-V/def2-TZVPD

Structure (ORCA input):
```
! RIJCOSX wB97M-V def2-TZVPD def2/J DEFGRID3
* xyz 0 1
N 0.04555 -2.09854 0.39296
C -0.49137 -0.87380 0.13867
O -1.65641 -0.57864 0.20193
C 0.52815 0.17131 -0.23493
O 1.53229 -0.29517 -0.64308
S 0.08147 1.83357 0.04688
H 1.03760 -2.23323 0.15169
H -0.65389 -2.77854 0.34635
H -1.23385 1.56981 0.10787
*
```

Kohn-Sham gap, eV: 10.1
Structure (SMILES): NC(=O)C(=O)S
E_tot, eV: -18543.05329

Need the natural (NBO) charges? In units of e they are: atom 1 (N): -0.8034, atom 2 (C): 0.5683, atom 3 (O): -0.5913, atom 4 (C): 0.3127, atom 5 (O): -0.5292, atom 6 (S): 0.0270, atom 7 (H): 0.4284, atom 8 (H): 0.4033, atom 9 (H): 0.1843

***

No. 5
Formula: C2H3NO2S
Source: the OMol25 dataset
Level of theory: ωB97M-V/def2-TZVPD

Structure (ORCA input):
```
! RIJCOSX wB97M-V def2-TZVPD def2/J DEFGRID3
* xyz 0 1
O -1.10624 0.02616 -1.70016
C -0.34905 -0.07742 -0.74847
C 0.50807 -1.24070 -0.28420
S 1.71035 -1.69918 -1.20296
N -0.16846 1.01640 0.06948
O 0.28922 0.86862 1.38855
H 0.23919 -1.55218 0.74017
H -0.59348 1.91693 -0.17188
H -0.52959 0.74137 1.90946
*
```

Kohn-Sham gap, eV: 8.4
Structure (SMILES): O=C(C=S)NO
E_tot, eV: -18540.18210

Need the natural (NBO) charges? In units of e they are: atom 1 (O): -0.5663, atom 2 (C): 0.5818, atom 3 (C): -0.3918, atom 4 (S): 0.1899, atom 5 (N): -0.3506, atom 6 (O): -0.5366, atom 7 (H): 0.2181, atom 8 (H): 0.3899, atom 9 (H): 0.4656

***

No. 6
Formula: C2H3NO2S
Source: the OMol25 dataset
Level of theory: ωB97M-V/def2-TZVPD

Structure (ORCA input):
```
! RIJCOSX wB97M-V def2-TZVPD def2/J DEFGRID3
* xyz 0 1
O 1.26167 -1.18052 1.14857
C 0.47354 -0.54888 0.50814
C -0.72953 -0.99686 -0.26039
S -0.77586 -2.16407 -1.40036
N 0.53458 0.82740 0.43018
O -0.27722 1.58492 -0.33605
H -1.62127 -0.42783 -0.04891
H 1.03051 1.30531 1.15526
H 0.10359 1.60052 -1.19645
*
```

Kohn-Sham gap, eV: 8.1
Structure (SMILES): O=C(C=S)NO
E_tot, eV: -18540.27639

Need the natural (NBO) charges? In units of e they are: atom 1 (O): -0.5464, atom 2 (C): 0.5722, atom 3 (C): -0.3751, atom 4 (S): 0.1429, atom 5 (N): -0.3413, atom 6 (O): -0.5263, atom 7 (H): 0.2180, atom 8 (H): 0.3822, atom 9 (H): 0.4739